Entry 1:
{"formula": "C4H10O2", "method": "the ωB97M-V functional and the def2-TZVPD basis", "charge": 0, "e_above_lowest_ev": 1.358, "smiles": "CC(C)C=O.O", "lumo_energy_ev": 0.9, "species": ["C", "C", "C", "C", "O", "H", "H", "H", "H", "H", "H", "H", "H", "O", "H", "H"], "positions_angstrom": [[-1.5771, -0.1509, 0.3655], [-0.2623, 0.7492, 0.3193], [-0.5279, 1.8026, -0.7359], [0.8598, -0.1962, 0.1915], [1.4840, -0.5413, 1.1786], [-2.4995, 0.4045, 0.2172], [-1.7273, -0.5949, 1.3584], [-1.4533, -0.8755, -0.4382], [-0.2329, 1.2347, 1.3231], [-1.4260, 2.4015, -0.5674], [-0.7943, 1.4031, -1.7443], [0.3184, 2.4608, -0.9698], [1.3203, -0.5009, -0.7448], [2.3622, -2.4056, -0.2736], [2.5087, -2.1599, 0.6574], [1.6473, -3.0312, -0.1370]], "atomic_forces_ev_per_a": [[0.7, 0.2, 0.4], [-3.3, 0.4, 1.1], [0.3, 0.2, -2.1], [2.1, 1.0, 1.1], [-0.8, 0.2, 0.4], [0.2, 0.4, -0.4], [0.5, -0.4, -0.4], [-0.5, -0.4, 0.2], [0.5, -0.3, -0.7], [0.3, 0.1, 0.7], [0.4, -0.4, 0.6], [-0.1, 0.0, 0.5], [-0.7, -0.2, -0.8], [0.4, -0.9, 0.5], [0.2, 0.5, -0.6], [-0.2, -0.3, -0.5]]}

=====

Entry 2:
{"formula": "C39H102N6O11", "method": "the ωB97M-V functional and the def2-TZVPD basis", "charge": 1, "s2": 0.754, "lumo_energy_ev": [-1.8, -6.6], "multiplicity": 2, "species": ["C", "C", "C", "C", "C", "C", "N", "O", "C", "C", "C", "H", "H", "H", "H", "H", "H", "H", "H", "H", "H", "H", "H", "H", "H", "H", "H", "H", "H", "H", "C", "C", "C", "C", "C", "C", "N", "O", "C", "C", "C", "H", "H", "H", "H", "H", "H", "H", "H", "H", "H", "H", "H", "H", "H", "H", "H", "H", "H", "H", "C", "C", "C", "O", "C", "N", "H", "H", "H", "H", "H", "H", "H", "H", "H", "H", "H", "C", "C", "C", "O", "C", "N", "H", "H", "H", "H", "H", "H", "H", "H", "H", "H", "H", "C", "C", "C", "O", "C", "N", "H", "H", "H", "H", "H", "H", "H", "H", "H", "H", "H", "C", "C", "C", "O", "C", "N", "H", "H", "H", "H", "H", "H", "H", "H", "H", "H", "H", "C", "O", "H", "H", "H", "H", "C", "O", "H", "H", "H", "H", "C", "O", "H", "H", "H", "H", "C", "O", "H", "H", "H", "H", "C", "O", "H", "H", "H", "H"], "positions_angstrom": [[-1.6415, -1.6779, -0.1945], [-1.1072, -0.5145, 0.7654], [0.4477, -0.3780, 0.6913], [0.9958, 0.1092, -0.6558], [0.4721, 1.4877, -0.8385], [-1.1410, 1.5466, -0.7932], [-1.6676, 0.7956, 0.3935], [-3.0813, 0.7398, 0.3995], [-1.5165, 2.9861, -0.5366], [-1.6614, 0.9839, -2.1980], [-1.4767, -0.8889, 2.2114], [-0.8458, -1.8214, -0.9255], [-2.5382, -1.4678, -0.7775], [-1.7971, -2.6298, 0.3131], [0.8327, 0.1964, 1.5339], [0.8419, -1.3830, 0.8418], [0.8186, -0.5962, -1.4676], [2.0843, 0.1216, -0.6004], [0.7583, 1.6539, -1.8770], [0.9421, 2.2758, -0.2501], [-1.0829, 3.6958, -1.2412], [-2.5579, 3.0949, -0.8396], [-1.3091, 3.3261, 0.4780], [-1.3769, -0.0547, -2.3663], [-2.7388, 0.8465, -2.2904], [-1.3001, 1.4620, -3.1085], [-1.2697, -0.1095, 2.9448], [-0.9320, -1.7476, 2.6039], [-2.5328, -1.0445, 2.4318], [-3.3271, 1.4942, 0.9399], [-6.3582, 0.8327, 1.3902], [-6.0456, 1.5024, 2.8082], [-5.8320, 0.2013, 3.7818], [-5.1999, 0.4889, 5.1546], [-3.7811, 1.2469, 4.9413], [-3.9974, 2.5193, 4.0754], [-4.7042, 2.1873, 2.7704], [-4.7209, 3.2236, 1.8200], [-4.5992, 3.7035, 4.9859], [-2.5605, 2.9498, 3.6973], [-7.2450, 2.4188, 3.3005], [-5.4908, 0.2835, 1.0240], [-6.8634, 1.4866, 0.6793], [-7.0350, -0.0131, 1.5110], [-6.7236, -0.4186, 3.8751], [-5.2293, -0.5985, 3.3515], [-5.1213, -0.4623, 5.6810], [-5.8988, 1.1368, 5.6836], [-3.0438, 0.5741, 4.5033], [-3.2115, 1.4932, 5.8374], [-5.1094, 4.4515, 4.3789], [-5.2590, 3.4050, 5.8005], [-3.7956, 4.2717, 5.4543], [-2.1109, 2.3174, 2.9318], [-2.6365, 3.8937, 3.1575], [-1.9585, 3.0509, 4.6003], [-8.2068, 1.9162, 3.1987], [-7.4812, 3.3429, 2.7728], [-7.0774, 2.7588, 4.3224], [-5.3312, 3.8054, 2.2790], [-1.8617, -5.9776, -1.8951], [-1.1960, -6.5695, -0.6421], [-0.0731, -5.7274, 0.0007], [0.9792, -5.1597, -0.7568], [2.1360, -6.0147, -0.9928], [-2.2217, -6.8748, 0.4448], [-1.0815, -5.7200, -2.6113], [-2.4129, -5.0670, -1.6605], [-2.4513, -6.7591, -2.3744], [-0.8719, -7.5918, -0.8370], [0.3303, -6.2751, 0.8524], [-0.6249, -4.8882, 0.4243], [2.9956, -5.3509, -1.0848], [2.0916, -6.6249, -1.8949], [2.4330, -6.7004, -0.1992], [-2.4078, -6.0142, 0.9397], [-3.1159, -7.0303, 0.0017], [1.1836, 4.5476, 2.2650], [2.4862, 3.9184, 1.9267], [3.4988, 4.8451, 1.1930], [3.5477, 6.1092, 1.8314], [4.3251, 7.2112, 1.2751], [3.0637, 3.5057, 3.2145], [0.5527, 3.7755, 2.7055], [0.6807, 4.9899, 1.4051], [1.2348, 5.3522, 2.9986], [2.2401, 3.0622, 1.2987], [3.2891, 4.9576, 0.1293], [4.4521, 4.3271, 1.0885], [4.1259, 8.1600, 1.7732], [4.1548, 7.2698, 0.2001], [5.3889, 6.9776, 1.2319], [3.6188, 4.2787, 3.5527], [3.8236, 2.8927, 2.9558], [5.0632, 0.0440, 1.6094], [5.2758, -0.4461, 0.2290], [6.6786, -0.1239, -0.3982], [7.6901, -0.9163, 0.3550], [8.9256, -0.8502, -0.2609], [4.9396, -1.8225, 0.0417], [4.0175, 0.2190, 1.8624], [5.5335, 0.9801, 1.9105], [5.4937, -0.7798, 2.1789], [4.7705, 0.1933, -0.4948], [6.8619, 0.9418, -0.2608], [6.6939, -0.5313, -1.4090], [9.0735, 0.1460, -0.6779], [9.0760, -1.4068, -1.1859], [9.7364, -0.9939, 0.4532], [4.3499, -2.0705, 0.8232], [5.7291, -2.4377, 0.1774], [3.8939, -2.0833, -3.2770], [3.1219, -1.2394, -4.3881], [3.7809, 0.1656, -4.7428], [3.1908, 0.4760, -6.0224], [3.5476, 1.6141, -6.7066], [2.9181, -2.0143, -5.5915], [3.2347, -2.8825, -2.9379], [4.1088, -1.6760, -2.2890], [4.8186, -2.4207, -3.7452], [2.2019, -0.9542, -3.8779], [4.8402, -0.0743, -4.8349], [3.6764, 0.8905, -3.9355], [4.4434, 1.4644, -7.3093], [3.8082, 2.3896, -5.9863], [2.6944, 1.8851, -7.3285], [3.8373, -2.3072, -5.8903], [2.7722, -1.3528, -6.3406], [-3.9543, -3.6102, 1.9829], [-4.1597, -4.9882, 1.4834], [-4.8686, -3.1033, 2.2914], [-3.4076, -3.7790, 2.9106], [-3.4819, -2.8869, 1.3182], [-4.4922, -5.0170, 0.5833], [-3.1298, 5.7559, -2.4349], [-2.2143, 4.9074, -3.1016], [-4.0418, 5.2461, -2.1245], [-2.6392, 6.1244, -1.5341], [-3.3900, 6.6742, -2.9615], [-2.0417, 4.2359, -2.4376], [0.2404, -2.9105, -3.3478], [0.4297, -2.6501, -4.7130], [-0.4954, -2.2019, -2.9675], [-0.2534, -3.8765, -3.2431], [1.0932, -2.9642, -2.6712], [1.3531, -2.4531, -4.8863], [3.2805, -3.8867, 2.0955], [3.8499, -2.7716, 2.5942], [2.2220, -3.6972, 1.9174], [3.8012, -4.1242, 1.1678], [3.5141, -4.6634, 2.8237], [3.3161, -2.3752, 3.2867], [-2.6672, -0.6342, -5.3268], [-2.2495, -1.9463, -5.2856], [-3.5271, -0.3512, -4.7197], [-1.8124, -0.1422, -4.8628], [-2.7574, -0.2629, -6.3477], [-1.2926, -1.9813, -5.3545]], "atomic_forces_ev_per_a": [[0.8, 0.7, -0.6], [0.7, -0.7, 0.7], [0.0, -1.4, -0.5], [0.4, -0.5, 2.0], [-1.4, -0.2, -1.8], [2.5, 0.8, -0.9], [-2.1, -2.3, -2.3], [2.6, -0.2, 0.2], [-1.2, 0.6, -1.0], [-0.6, -1.3, 0.8], [-0.6, 0.7, 1.1], [-0.1, -0.2, 0.0], [-0.1, 0.3, 0.4], [0.2, 0.4, 0.4], [-0.2, 0.4, -0.1], [-0.2, -0.2, 0.2], [-0.6, 0.2, -0.1], [0.2, 0.1, 0.2], [-0.5, 1.0, -0.2], [-0.2, -0.3, 0.4], [1.0, -0.4, 0.3], [-0.5, 0.1, 0.9], [-0.1, 0.0, 0.0], [0.6, -0.1, 0.4], [-0.2, 0.8, 0.4], [0.2, 0.8, 0.6], [0.5, 0.5, -0.3], [0.1, -0.2, -0.6], [-0.2, -0.3, -0.7], [-1.0, 1.0, 0.7], [-0.1, 0.2, 1.3], [0.0, -1.8, 0.1], [0.2, 0.7, -0.2], [1.0, 1.1, -0.8], [-2.2, -0.9, -0.3], [0.8, 0.4, 0.5], [0.1, -2.3, 0.8], [-0.1, 0.2, 1.0], [0.3, -0.5, -0.9], [-1.0, 0.9, -0.8], [0.6, -0.4, 0.0], [0.3, 0.7, -0.3], [0.6, 0.2, -0.1], [-0.5, 0.2, 0.5], [-0.8, 0.8, 0.3], [0.7, 0.6, -0.9], [0.2, 0.2, 0.2], [0.2, 0.0, 0.4], [-0.3, -0.2, -0.8], [-0.7, 0.5, 0.5], [-0.2, -0.1, -0.1], [-0.1, -0.3, -0.3], [0.2, -0.3, 0.0], [0.1, -0.6, 0.4], [0.2, 0.4, 0.4], [0.1, 0.0, -0.3], [0.2, -0.5, 0.4], [0.8, 0.1, -0.7], [-0.2, -0.4, 0.2], [-0.3, 1.2, -0.6], [1.3, -0.3, 0.3], [-1.0, -1.0, 0.4], [-0.7, -0.1, 0.4], [0.6, -1.2, -0.4], [0.0, 0.6, 0.0], [1.2, 0.9, -0.6], [0.0, 0.1, -0.1], [-0.3, -0.1, 0.0], [-0.4, 0.3, 0.1], [0.6, 0.2, -0.6], [0.1, -0.2, 0.1], [0.1, 0.5, 0.1], [-0.1, 0.2, -0.2], [-0.5, 0.2, -0.2], [-0.7, 0.1, 0.6], [0.0, 0.2, 0.4], [-0.1, -0.5, -0.3], [-1.3, 0.8, 0.0], [1.0, 1.3, 0.4], [-0.3, 0.3, -1.0], [0.3, 0.7, 0.5], [0.1, -1.9, -1.1], [0.6, -0.9, -0.6], [-0.2, 0.0, 0.0], [-0.1, -0.1, -0.2], [0.4, -0.1, 0.0], [0.6, -0.3, 0.0], [-0.8, 0.3, -0.3], [0.6, 0.0, 0.8], [-0.2, -0.5, 0.1], [-0.8, 0.4, -0.2], [0.3, 0.0, 0.9], [-0.4, 0.7, 0.4], [0.2, -0.8, 0.2], [0.3, 0.0, 1.2], [1.9, 1.7, -2.7], [0.2, -2.5, 2.6], [-1.7, 0.7, -0.5], [1.1, 1.4, -0.7], [-0.7, -0.7, 0.0], [-0.2, -0.5, 0.0], [0.5, 0.0, -0.4], [-0.2, 0.4, 0.9], [-1.2, 0.0, -0.1], [0.3, 0.0, -0.4], [0.0, 0.6, -0.3], [0.2, 0.6, 0.3], [-0.3, -1.1, 0.2], [-0.2, -0.4, 0.0], [-0.3, -0.1, 0.0], [0.6, 0.2, -0.1], [-0.7, 0.6, -1.2], [1.1, 1.6, 2.3], [0.0, -2.2, -0.9], [-0.4, -1.0, 1.8], [0.7, 1.0, 0.2], [0.5, -0.1, 0.1], [0.2, -0.6, -0.7], [0.2, 1.0, -0.3], [0.0, -0.5, 0.3], [-0.6, -0.2, -0.5], [0.4, 0.4, -0.3], [-0.4, 0.4, -0.3], [0.1, -0.1, -0.3], [-0.3, 0.5, -0.1], [0.2, 0.2, 0.0], [0.4, -0.9, 0.3], [-0.9, 0.3, -0.1], [-0.7, -1.3, 0.2], [0.3, 1.8, 0.6], [-0.5, -0.4, -0.1], [0.4, 0.3, -0.2], [0.3, -0.6, -0.2], [-0.2, 0.4, -0.1], [0.1, 0.7, 1.0], [-0.3, 0.0, -0.3], [-0.2, -0.1, -0.2], [-0.1, 0.1, 0.4], [0.1, -0.4, -0.6], [0.1, -0.1, -0.6], [-1.3, -0.6, 0.2], [-0.4, 0.1, 0.3], [0.0, 0.3, 0.3], [0.0, -0.1, 0.0], [0.4, 0.3, -0.4], [0.6, -0.3, -0.7], [-0.4, -1.8, -0.2], [1.4, 3.3, 1.0], [-0.2, -0.7, -0.2], [-0.3, -0.1, -0.1], [-0.8, -0.8, -0.3], [0.1, -0.1, 0.1], [1.7, 1.3, 0.2], [-1.2, -1.9, 0.1], [-0.3, -0.7, -0.1], [-0.1, 1.3, -0.1], [-0.3, 0.1, -0.1], [0.4, -0.2, 0.0]]}

=====

no.,E_tot (Ha)
1,-308.84825
2,-2702.61141